40
Properties=species:S:1:pos:R:3:forces:R:3:lowdin_charge:R:1 method="wB97M-V/def2-TZVPD" largest_force_ev_per_a=1.87 orbital_gap_ev=11.14 homo_energy_ev=-10.9 de_lowest_kcal_mol=9.7
Cl 1.482 0.374 -1.057 -0.2 -0.2 -0.1 0.57
C -0.062 0.660 -1.888 0.0 0.2 -0.4 -1.50
Cl -0.155 -0.207 -3.443 0.3 0.2 0.2 0.52
Cl -0.271 2.400 -2.156 -0.1 -0.5 0.1 0.55
H -0.856 0.264 -1.268 0.0 0.3 0.1 -0.04
Cl -1.995 -2.717 -1.906 -0.2 -0.1 0.4 0.56
C -1.742 -3.600 -3.397 0.3 0.1 -0.4 -1.58
Cl -3.219 -3.686 -4.346 -0.1 -0.1 0.0 0.54
Cl -1.035 -5.199 -3.135 -0.2 0.2 0.1 0.54
H -1.032 -3.017 -3.971 0.0 -0.1 0.0 -0.02
O -2.017 1.053 0.445 -0.6 0.1 -0.1 0.12
C -3.040 0.866 1.046 1.2 -0.4 0.4 -0.57
O -3.951 1.772 1.329 -0.8 1.1 -0.2 0.09
C -4.976 1.242 2.175 0.3 -1.6 -0.3 -0.07
C -4.643 -0.285 2.147 -0.5 0.7 0.4 -0.09
O -3.323 -0.304 1.640 0.1 -0.4 -0.1 0.04
H -4.862 1.624 3.185 -0.1 0.3 -0.1 0.13
H -5.958 1.418 1.750 0.0 0.4 0.1 0.13
H -5.259 -0.883 1.475 -0.2 0.1 0.1 0.13
H -4.681 -0.667 3.165 0.2 -0.3 -0.2 0.13
O -0.646 -3.859 4.010 -0.1 0.2 -0.5 0.16
C -0.407 -3.126 3.098 -0.2 -0.4 0.5 -0.57
O -1.310 -2.676 2.202 -0.2 -0.1 0.0 0.08
C -0.721 -1.680 1.396 1.1 1.5 -0.3 -0.14
C 0.788 -1.697 1.773 -0.8 -0.4 -0.9 -0.12
O 0.810 -2.638 2.836 0.8 0.4 0.4 0.07
H -0.872 -1.817 0.329 -0.2 -0.6 0.1 0.07
H -1.110 -0.684 1.612 -0.1 -0.5 0.3 0.09
H 1.137 -0.702 2.039 0.0 -0.1 0.5 0.12
H 1.427 -2.052 0.965 0.0 -0.2 0.0 0.11
O 4.951 5.653 -0.965 -0.5 0.1 0.3 0.17
C 5.045 4.475 -1.068 1.0 0.9 -0.7 -0.59
O 6.222 3.890 -1.388 0.2 -0.4 0.1 0.07
C 6.059 2.484 -1.477 -0.4 -0.4 -0.4 -0.12
C 4.597 2.269 -1.059 0.4 -0.9 0.3 -0.13
O 4.067 3.582 -0.982 -0.7 -0.6 0.5 0.08
H 6.234 2.133 -2.494 0.2 0.2 -0.1 0.13
H 6.744 1.978 -0.802 0.1 0.1 0.0 0.13
H 4.604 1.712 -0.117 -0.4 0.7 0.4 0.12
H 3.977 1.647 -1.701 0.1 0.4 -0.5 0.09

---

38
Properties=species:S:1:pos:R:3:forces:R:3:lowdin_charge:R:1 method="wB97M-V/def2-TZVPD" largest_force_ev_per_a=5.55 orbital_gap_ev=2.91 homo_energy_ev=-3.9 total_charge=-1
C -0.659 1.359 -0.696 0.5 -0.3 0.3 -0.05
C 0.383 2.305 0.078 -0.3 1.2 -1.6 -0.38
C 0.074 3.884 -0.059 -0.2 -0.3 0.8 -0.11
C 1.426 4.774 -0.146 -0.9 -0.3 1.1 -0.23
O 1.614 5.437 -1.416 0.1 -0.8 0.3 -0.11
O 0.488 1.999 1.500 1.2 -2.2 -1.1 -0.10
C 1.466 0.929 1.577 4.4 1.2 0.9 -0.23
O 2.689 1.189 1.629 -5.4 -1.0 -0.3 0.09
H -0.097 0.379 -0.938 -1.0 1.5 0.1 0.09
H -1.003 1.876 -1.671 0.5 -1.0 1.6 0.09
H -1.560 1.049 -0.050 1.3 0.8 -1.0 0.07
H 1.411 2.135 -0.392 -1.3 0.2 0.6 0.14
H -0.467 4.177 0.925 0.8 -0.5 -1.6 0.12
H -0.662 4.104 -0.920 1.4 -0.3 1.2 0.12
H 1.303 5.604 0.647 0.4 -1.2 -1.5 0.13
H 2.299 4.111 0.183 -1.0 1.0 -0.6 0.13
H 1.896 4.813 -2.118 -0.2 0.3 0.9 0.09
H 1.129 -0.172 1.635 -0.1 1.8 -0.1 0.16
C -2.534 -2.593 -1.828 -0.5 1.4 1.5 0.06
C -2.019 -3.829 -1.957 0.3 -1.1 -3.4 -0.22
C -1.588 -4.612 -0.758 0.4 -0.9 0.0 -0.29
O -1.144 -5.731 -0.888 -0.2 0.7 0.4 0.13
C -1.721 -3.973 0.561 -0.1 0.2 0.5 0.10
C -2.228 -2.748 0.676 0.4 -0.7 0.0 -0.22
C -2.684 -1.979 -0.517 0.2 -0.7 -1.9 -0.35
O -3.168 -0.855 -0.367 -0.5 0.5 1.4 -0.01
O -2.354 -2.143 1.909 -0.4 0.5 -0.3 -0.06
O -1.879 -4.400 -3.171 -0.3 3.0 3.9 -0.04
H -2.854 -2.013 -2.684 0.0 -0.1 0.0 0.13
H -1.390 -4.541 1.421 0.0 0.0 0.0 0.14
H -2.744 -1.265 1.729 2.4 -0.9 -1.3 -0.05
H -1.474 -5.336 -3.017 -0.1 -1.0 -1.1 -0.19
K -4.376 -0.841 2.505 -1.9 0.7 0.6 1.08
Cl -1.484 -6.856 -3.770 0.3 -1.5 -0.4 -0.22
N 5.977 0.941 2.596 0.0 0.0 -0.1 -0.67
O 6.035 0.597 3.795 0.0 -0.1 0.2 -0.11
O 6.106 2.143 2.286 0.0 0.2 0.0 -0.11
O 5.790 0.085 1.710 0.0 -0.1 -0.1 -0.11

---

38
Properties=species:S:1:pos:R:3:forces:R:3:lowdin_charge:R:1 method="wB97M-V/def2-TZVPD" largest_force_ev_per_a=1.51 orbital_gap_ev="8.67 / 7.48" homo_energy_ev="-8.3 / -8.2" spin_multiplicity=2 de_lowest_kcal_mol=0.0 s2=0.752
Cu 0.152 -0.505 -0.017 -0.2 -0.6 0.0 0.63
O -0.299 1.284 -0.238 0.1 0.1 -0.3 -0.16
C 0.250 2.077 -1.149 0.1 -0.5 0.7 -0.31
C -0.459 3.229 -1.520 0.4 0.1 -0.5 -0.01
C 0.072 4.127 -2.428 0.1 -0.4 0.4 -0.07
C 1.347 3.917 -2.963 -0.1 0.6 -0.2 -0.10
C 2.049 2.798 -2.603 0.1 -0.5 0.2 -0.05
C 1.537 1.848 -1.698 0.0 0.6 -0.2 -0.08
C 2.352 0.695 -1.326 0.3 -0.3 -0.2 -0.23
N 1.921 -0.432 -0.788 -0.1 0.0 0.0 0.03
C 2.980 -1.301 -0.651 0.3 0.5 -0.3 -0.08
C 4.091 -0.687 -1.136 -0.1 0.3 0.2 -0.06
N 3.689 0.572 -1.549 -0.9 -0.6 0.3 0.12
H -1.428 3.368 -1.069 -0.2 0.1 0.0 0.11
H -0.495 5.000 -2.693 -0.1 0.2 -0.1 0.10
H 1.800 4.650 -3.634 -0.2 -0.3 0.1 0.10
H 3.023 2.650 -3.052 0.1 -0.1 0.0 0.10
H 2.884 -2.274 -0.206 -0.1 0.0 0.0 0.12
H 5.121 -0.990 -1.163 0.0 -0.1 -0.1 0.11
H 4.264 1.315 -1.858 0.5 0.4 -0.3 0.14
C -3.345 -2.557 2.446 -0.4 0.0 -0.4 -0.07
C -1.929 -2.304 1.991 -0.2 0.0 0.0 -0.60
O -1.083 -3.256 2.623 0.3 0.0 0.4 -0.05
P -1.314 -0.657 2.544 -0.1 0.0 -0.2 0.53
O -1.515 -0.612 4.134 0.4 0.0 -0.7 -0.08
O -2.304 0.487 2.059 0.2 -0.4 0.5 -0.09
O 0.099 -0.468 2.063 -0.7 0.0 0.6 -0.28
P -1.750 -2.591 0.164 0.6 1.3 0.4 0.37
O -2.279 -1.106 -0.357 -0.1 -0.3 -0.2 -0.17
O -2.542 -3.679 -0.395 -0.1 -0.4 -0.1 -0.25
O -0.229 -2.466 -0.001 0.1 0.0 -0.3 -0.35
H -3.408 -2.589 3.526 0.0 0.1 0.2 0.08
H -3.694 -3.511 2.045 0.1 0.1 0.0 0.09
H -3.984 -1.764 2.043 -0.1 -0.1 0.2 0.09
H -0.194 -3.156 2.253 0.0 -0.1 -0.2 0.09
H -0.697 -0.840 4.603 -0.2 0.0 -0.1 0.10
H -1.991 0.892 1.235 0.1 0.1 -0.2 0.07
H -2.693 -1.164 -1.234 0.1 0.0 0.3 0.10

---

26
Properties=species:S:1:pos:R:3:forces:R:3:lowdin_charge:R:1 method="wB97M-V/def2-TZVPD" largest_force_ev_per_a=4.36 orbital_gap_ev="7.57 / 7.57" homo_energy_ev="-12.4 / -12.4" de_lowest_kcal_mol=66.7 total_charge=+1
C 0.843 0.699 1.759 -0.7 1.4 -0.4 0.14
N 1.701 0.983 0.880 -0.1 -0.4 1.0 -0.20
C 3.039 0.516 1.125 2.1 3.1 -1.0 0.03
C 1.425 1.462 -0.371 -1.3 2.6 -3.3 -0.08
C 0.286 1.334 -1.119 -0.4 0.0 -0.2 0.03
C -0.856 0.444 -0.953 0.1 -3.0 1.3 -0.16
C -2.134 0.683 -1.520 1.2 1.6 2.0 -0.04
C -3.204 -0.129 -1.230 -2.8 1.0 -0.5 -0.07
C -3.080 -1.362 -0.582 -0.8 -0.6 -0.6 -0.05
C -1.825 -1.677 -0.151 0.9 -1.6 0.1 -0.06
C -0.716 -0.832 -0.247 -1.6 1.6 -2.1 -0.22
C 0.548 -1.404 0.142 1.0 -0.3 0.5 -0.05
H 1.227 0.399 2.654 0.7 -1.1 2.4 0.11
H -0.170 0.973 1.671 -1.1 0.1 -0.4 0.14
H 3.053 -0.474 0.857 0.2 -2.5 -0.9 0.07
H 3.639 1.125 0.358 -0.1 -1.1 1.7 0.15
H 3.372 0.572 2.171 -0.2 0.5 -0.5 0.13
H 2.099 2.279 -0.713 -0.1 -1.1 0.4 0.15
H 0.140 1.946 -2.048 0.8 -0.3 1.1 0.15
H -2.251 1.753 -1.722 -0.5 -0.5 -0.9 0.12
H -4.233 0.324 -1.456 1.6 -1.1 0.1 0.14
H -3.866 -2.184 -0.494 0.8 1.7 -0.1 0.15
H -1.644 -2.739 0.150 -0.1 1.1 0.1 0.14
H 0.466 -2.469 0.062 0.3 -0.6 0.0 0.10
H 1.404 -1.033 -0.425 -0.1 -0.2 0.0 0.10
H 0.738 -1.190 1.203 0.1 -0.4 0.2 0.09

---

28
Properties=species:S:1:pos:R:3:forces:R:3:lowdin_charge:R:1 method="wB97M-V/def2-TZVPD" largest_force_ev_per_a=2.29 orbital_gap_ev=9.01 homo_energy_ev=-8.3 de_lowest_kcal_mol=42.7
C 1.601 -4.592 -0.852 -0.8 0.8 -0.4 -0.06
C 1.444 -3.258 -0.146 0.4 -0.7 0.5 -0.29
C 2.575 -2.775 0.510 -0.5 0.9 0.0 -0.05
C 2.473 -1.589 1.219 0.1 0.4 0.3 -0.02
C 1.291 -0.873 1.181 -0.6 1.2 -1.8 -0.32
O 1.382 0.476 1.466 0.1 0.4 0.9 0.01
C 0.140 -1.333 0.525 1.0 0.0 1.4 -0.02
C 0.212 -2.600 -0.026 0.3 -0.3 -0.3 -0.04
H 2.322 -5.212 -0.326 -0.2 -0.3 0.0 0.07
H 1.970 -4.429 -1.876 -0.1 -0.1 0.2 0.08
H 0.598 -5.030 -0.922 0.5 -0.4 0.0 0.07
H 3.538 -3.252 0.390 0.0 -0.2 0.2 0.11
H 3.274 -1.097 1.761 0.3 -0.3 -0.2 0.12
H 0.579 1.009 1.302 0.3 -1.1 0.0 0.06
H -0.685 -0.632 0.640 -0.4 -0.7 -0.6 0.11
H -0.654 -3.137 -0.383 -0.2 0.2 -0.3 0.11
C -3.277 2.807 0.978 0.6 -0.4 -1.2 -0.04
C -2.220 2.767 -0.113 0.4 0.5 0.9 -0.36
C -0.842 2.633 -0.005 -1.3 0.8 -0.3 -0.08
N -0.397 2.683 -1.312 0.0 -0.5 0.7 0.05
C -1.484 2.712 -2.114 0.3 1.0 0.3 -0.19
N -2.598 2.822 -1.413 0.3 -0.5 -0.9 0.09
H -3.190 3.578 1.740 0.6 -0.2 0.1 0.07
H -3.177 1.784 1.357 -1.0 0.3 0.6 0.07
H -4.213 3.028 0.459 0.0 -0.6 0.2 0.07
H -0.247 2.735 0.882 0.4 0.0 -0.1 0.11
H 0.559 2.758 -1.596 0.2 -0.2 -0.2 0.15
H -1.329 2.814 -3.173 -0.4 -0.2 -0.2 0.11

---

28
Properties=species:S:1:pos:R:3:forces:R:3:lowdin_charge:R:1 method="wB97M-V/def2-TZVPD" largest_force_ev_per_a=1.81 orbital_gap_ev="7.58 / 3.77" homo_energy_ev="-11.4 / -11.4" spin_multiplicity=2 de_lowest_kcal_mol=41.0 total_charge=+1 s2=0.761
C 0.992 -1.370 -2.652 0.9 0.1 0.5 -0.06
C 1.378 0.393 -0.939 -0.1 0.3 -0.3 -0.09
C 1.011 0.094 -2.277 -0.4 -0.6 1.7 -0.28
C 1.135 1.634 -0.392 -0.7 1.0 -0.8 -0.03
C 0.319 1.046 -3.002 0.4 -0.3 0.2 -0.03
C 0.432 2.583 -1.171 0.0 -0.4 1.4 -0.33
C -0.025 2.263 -2.416 0.1 0.0 -1.3 -0.01
O 0.122 3.745 -0.535 0.1 0.2 0.0 0.06
H 1.829 -0.352 -0.293 0.2 -0.2 -0.2 0.10
H 1.383 1.976 0.605 0.3 -0.4 0.1 0.12
H 1.690 -1.929 -2.018 0.2 0.2 -0.1 0.07
H 1.303 -1.551 -3.679 -0.5 -0.2 -0.1 0.09
H 0.071 0.774 -4.019 -0.4 0.3 0.0 0.12
H -0.633 2.968 -2.968 0.0 0.1 -0.1 0.12
H -0.269 4.392 -1.138 0.1 -0.2 0.0 0.12
H 0.016 -1.785 -2.380 -0.2 -0.1 -0.7 0.07
C -1.279 -0.379 3.857 -1.4 -0.5 1.1 0.01
C -0.733 -0.942 1.405 0.5 0.4 -0.3 0.07
C -1.057 -1.305 2.754 0.6 0.1 -0.3 -0.22
C -0.674 -3.120 1.699 1.3 0.7 -0.6 -0.01
N -0.420 -2.049 0.761 -1.3 -1.0 0.3 0.16
N -0.974 -2.655 2.863 -0.6 0.3 0.8 0.16
H -0.605 0.048 0.995 -0.2 0.0 -0.3 0.14
H -0.433 -2.138 -0.254 0.5 0.0 0.1 0.16
H -1.680 0.613 3.664 0.6 0.1 -0.7 0.10
H -0.423 -0.340 4.535 0.1 0.0 -0.1 0.12
H -0.370 -4.141 1.524 -0.4 -0.1 -0.4 0.15
H -2.106 -0.822 4.429 0.3 -0.2 0.3 0.11

---

28
Properties=species:S:1:pos:R:3:forces:R:3:lowdin_charge:R:1 method="wB97M-V/def2-TZVPD" largest_force_ev_per_a=6.96 orbital_gap_ev=7.80 homo_energy_ev=-12.3 de_lowest_kcal_mol=23.3 total_charge=+1
C 0.651 -1.621 1.652 -1.7 -0.6 -0.4 0.13
C 0.576 -0.837 0.609 0.5 1.0 -0.3 -0.36
C -0.708 -0.210 0.210 -0.5 0.6 -0.8 -0.07
C -1.825 -0.920 -0.304 2.0 0.7 0.7 -0.23
C -1.700 -2.360 -0.594 -1.9 -0.9 0.4 -0.02
C -2.973 -0.234 -0.513 0.0 2.5 -0.5 -0.01
C -3.021 1.178 -0.441 -0.5 -1.0 0.1 -0.03
C -1.925 1.866 0.032 0.0 1.6 -0.3 -0.03
C -0.768 1.198 0.354 -0.5 -3.2 0.4 -0.17
N 0.444 1.779 0.830 0.2 2.7 -0.3 0.17
C 1.549 1.438 0.218 0.8 -5.9 1.0 -0.14
C 2.741 2.083 -0.164 3.1 0.4 -0.1 -0.04
N 1.774 -0.256 0.053 -3.1 6.0 1.7 -0.28
P 2.811 -0.858 -1.106 1.1 0.9 -1.2 0.89
H 1.580 -1.881 2.055 1.0 -0.7 0.8 0.07
H -0.332 -2.000 1.942 0.7 -0.2 0.7 0.10
H -0.685 -2.584 -0.721 1.4 -0.7 -0.3 0.05
H -2.061 -2.887 0.305 0.2 -0.2 -0.4 0.11
H -2.301 -2.748 -1.456 0.5 0.6 0.7 0.12
H -3.747 -0.787 -0.930 -1.7 -0.6 -0.6 0.10
H -3.897 1.747 -0.788 0.5 -0.5 0.3 0.13
H -1.980 2.957 0.014 0.2 -0.2 0.3 0.12
H 0.344 2.716 1.348 0.5 -1.7 -1.3 0.23
H 3.697 1.978 0.491 -1.9 0.3 -0.4 0.16
H 2.620 3.118 -0.476 0.0 0.0 0.0 0.11
H 3.122 1.409 -0.991 -0.4 0.9 -0.1 0.03
H 2.098 -2.000 -1.289 -0.2 -1.2 -0.2 -0.08
H 3.914 -1.283 -0.337 -0.2 -0.4 0.2 -0.07

---

Summary of energy in hartree
-3865.87158, -2294.63384, -3462.46668, -481.96100, -612.28269, -611.99792, -878.06855
(order as listed above)